104
Properties=species:S:1:pos:R:3:forces:R:3:mulliken_charge:R:1 method="wB97M-V/def2-TZVPD" lumo_energy_ev="2.21 / 2.21" charge=-1 de_lowest_ev=0.000 gap_ev="6.69 / 6.81" multiplicity=2
Ti -0.1270 1.2856 0.2918 0.16 0.30 -0.21 -1.24
C -3.6573 0.2227 2.9562 -0.03 0.00 0.06 -1.66
C -4.0600 1.2652 1.9040 -0.07 -0.01 0.00 -0.52
C -3.2890 1.2112 0.5759 0.11 -0.01 -0.05 -1.42
N -2.0943 2.0545 0.5669 -0.02 0.02 0.16 1.07
C -2.2257 3.3528 0.6591 -0.07 0.18 -0.05 0.82
C -3.4797 4.0214 0.5652 0.08 -0.13 0.08 -0.87
C -3.8572 5.3040 0.8976 -0.07 0.07 -0.02 -0.48
C -3.1134 6.3541 1.4230 0.03 -0.09 -0.03 -0.76
C -1.7379 6.3421 1.5852 0.03 0.09 0.03 -0.61
C -0.7974 5.3928 1.2308 0.08 -0.02 -0.12 -0.88
C -0.9328 4.0945 0.6784 -0.20 0.06 0.08 0.80
N 0.0765 3.3974 0.2151 -0.01 -0.08 0.10 0.49
C 1.3712 4.0356 0.0407 -0.07 0.01 -0.01 -1.38
C 2.3171 3.1413 -0.7519 0.06 0.03 -0.04 -0.69
C 2.9384 2.0509 0.1134 -0.03 -0.05 0.01 -1.68
N 1.9085 1.3636 0.8750 -0.22 0.08 -0.02 1.34
C 2.2030 0.7787 2.0228 0.01 0.21 0.14 0.47
C 3.5281 0.6127 2.4806 -0.06 -0.19 -0.12 -0.78
C 4.0470 -0.1604 3.5039 0.06 -0.01 0.02 -0.61
C 3.4177 -0.9736 4.4293 0.00 0.06 -0.06 -0.75
C 2.0458 -1.0815 4.5847 -0.05 -0.05 0.05 -0.67
C 1.0137 -0.4180 3.9502 -0.04 0.07 0.04 -0.82
C 1.0061 0.5092 2.8756 0.16 -0.05 -0.08 1.77
N -0.0628 1.1813 2.5001 -0.05 -0.18 -0.23 0.39
C -1.2543 1.1412 3.3376 0.01 0.00 0.01 -2.02
C -2.1647 -0.0772 3.0806 0.01 -0.02 0.02 0.92
H -4.1650 -0.7220 2.7348 0.02 0.00 -0.02 0.41
H -4.0521 0.5485 3.9251 0.00 0.00 -0.01 0.40
H -3.9648 2.2692 2.3193 0.04 0.00 0.00 0.35
H -5.1269 1.1387 1.6954 0.00 0.00 0.01 0.49
H -3.9351 1.4847 -0.2648 -0.04 0.01 0.02 0.63
H -2.9646 0.1894 0.3698 0.01 -0.02 0.02 0.19
H -4.2838 3.3871 0.2136 -0.02 0.04 0.02 0.44
H -4.9146 5.5075 0.7509 0.01 0.01 0.00 0.34
H -3.6438 7.2551 1.7030 -0.01 0.00 0.00 0.33
H -1.3139 7.2419 2.0229 -0.01 -0.01 0.00 0.33
H 0.2290 5.6852 1.4101 -0.01 0.02 0.02 0.31
H 1.8219 4.2745 1.0151 0.01 -0.02 0.01 0.44
H 1.2305 4.9868 -0.4853 0.01 0.02 -0.02 0.69
H 3.1287 3.7513 -1.1576 0.00 0.00 0.00 0.58
H 1.7825 2.7201 -1.6043 -0.02 -0.02 0.03 -0.22
H 3.6390 2.5440 0.7970 0.01 0.01 0.04 0.84
H 3.5167 1.3518 -0.5001 0.01 0.02 -0.02 0.49
H 4.2823 1.0581 1.8483 0.00 0.01 -0.01 0.21
H 5.1324 -0.1624 3.5454 -0.01 -0.01 0.01 0.30
H 4.0439 -1.5762 5.0740 0.00 0.01 0.00 0.31
H 1.7193 -1.7770 5.3529 0.00 0.00 -0.01 0.34
H 0.0326 -0.6498 4.3429 0.01 -0.01 0.00 0.20
H -1.8124 2.0554 3.1329 0.01 0.01 -0.02 0.65
H -0.9667 1.1845 4.3942 -0.01 0.01 0.03 0.56
H -2.0392 -0.8194 3.8746 0.01 0.00 0.00 0.63
H -1.8202 -0.5579 2.1670 -0.02 0.03 -0.02 -0.66
C -3.9028 1.6540 -3.9655 -0.03 0.06 0.04 -0.74
C -3.4458 2.5909 -3.0445 0.02 -0.03 -0.02 -0.32
C -2.2348 2.4130 -2.3962 0.06 0.03 -0.03 -0.07
C -1.4403 1.2765 -2.6206 -0.08 0.19 0.15 -0.51
C -1.9031 0.3575 -3.5784 0.00 0.03 -0.03 -0.04
C -3.1105 0.5461 -4.2338 0.05 -0.07 0.00 -0.85
N -0.2748 1.0792 -1.8822 0.38 -0.29 0.16 1.79
C 0.8360 0.6033 -2.5891 -0.22 0.13 -0.02 -0.80
C 1.0985 1.0170 -3.9102 0.02 -0.05 -0.01 -0.22
C 2.2545 0.6353 -4.5660 -0.01 0.01 -0.01 -0.68
C 3.2058 -0.1608 -3.9342 0.04 -0.01 -0.03 -1.07
C 2.9611 -0.5809 -2.6356 -0.08 0.04 0.02 -0.84
C 1.7884 -0.2251 -1.9809 0.07 0.01 -0.02 1.25
H -4.8476 1.7947 -4.4751 0.00 0.00 0.00 0.38
H -4.0264 3.4831 -2.8364 -0.01 -0.01 -0.02 0.46
H -1.8692 3.1625 -1.7062 -0.02 -0.05 -0.18 0.08
H -1.2853 -0.4981 -3.8282 -0.01 -0.03 0.03 0.37
H -3.4344 -0.1890 -4.9628 -0.01 0.02 0.01 0.36
H 0.3808 1.6594 -4.4064 0.04 0.00 -0.01 0.48
H 2.4258 0.9810 -5.5798 0.00 -0.01 0.01 0.36
H 4.1179 -0.4438 -4.4455 -0.02 0.01 0.01 0.42
H 3.6756 -1.1962 -2.1002 0.02 -0.01 -0.01 0.60
H 1.6382 -0.5900 -0.9724 -0.03 -0.01 0.05 -0.40
O -0.5071 -0.6737 0.4182 0.00 -0.26 0.20 0.49
N -0.5477 -1.9551 0.1671 0.02 0.09 -0.07 0.07
C -0.2580 -2.8115 1.1596 -0.04 -0.12 -0.02 0.38
C -0.3800 -4.1695 0.9461 0.01 0.14 0.12 -1.35
C -0.7296 -4.6288 -0.3102 -0.07 -0.14 -0.10 -0.33
C -0.9717 -3.7162 -1.3280 -0.01 0.08 -0.01 -1.12
C -0.8844 -2.3678 -1.0653 0.00 -0.09 -0.03 -0.39
H 0.0724 -2.3503 2.0788 -0.02 -0.01 0.01 0.43
H -0.1375 -4.8566 1.7425 -0.03 0.01 -0.02 0.57
H -0.7812 -5.6948 -0.4915 0.00 0.04 0.02 0.47
H -1.2249 -4.0320 -2.3301 0.00 -0.03 0.02 0.50
H -1.0667 -1.5674 -1.7658 0.00 0.03 -0.06 0.41
O 3.2432 -7.5011 1.2879 -0.01 -0.04 0.01 -0.75
S 2.1881 -6.5810 0.9594 0.02 0.03 0.04 1.26
O 0.8430 -6.9752 1.3251 0.02 -0.04 0.02 -0.65
N 2.5037 -5.0785 1.4902 0.05 0.05 0.06 -0.63
C 2.6664 -4.2156 0.5029 -0.05 -0.03 -0.20 -0.03
S 2.9457 -2.5712 0.6609 0.06 -0.03 0.08 -0.14
C 2.4893 -4.8410 -0.8644 0.03 0.02 0.08 0.26
C 2.5066 -4.2351 -2.1102 0.02 -0.01 0.02 -0.05
C 2.2483 -5.0172 -3.2280 -0.01 -0.01 0.00 -0.66
C 1.9746 -6.3800 -3.1066 0.00 0.00 -0.02 -0.44
C 1.9521 -6.9883 -1.8580 0.01 0.06 0.02 -0.73
C 2.2129 -6.1876 -0.7618 0.00 -0.10 -0.11 -0.22
H 2.6983 -3.1743 -2.1889 -0.01 0.02 -0.01 0.53
H 2.2540 -4.5605 -4.2106 0.00 0.00 0.01 0.45
H 1.7745 -6.9675 -3.9946 0.00 0.01 0.01 0.40
H 1.7329 -8.0425 -1.7439 0.01 0.01 0.00 0.44


104
Properties=species:S:1:pos:R:3:forces:R:3:mulliken_charge:R:1 method="wB97M-V/def2-TZVPD" lumo_energy_ev=-1.68 charge=0 smiles=CCc1c(I)c(C[C@@H]2CO2)cc2nsnc12.c1ccncc1.c1ccncc1.c1ccncc1.c1ccncc1.c1ccncc1.c1ccncc1.c1ccncc1 gap_ev=6.59
C 1.6831 3.9833 1.6689 -0.83 -1.02 0.18 -0.57
C 1.1578 2.8495 0.5570 0.09 -0.72 1.52 -0.73
C 0.1389 1.8541 1.4335 -1.63 0.66 -0.09 0.51
C -1.3939 2.3706 1.7293 2.53 -4.41 1.50 -0.61
I -2.2050 4.3196 1.0037 0.93 -2.10 0.69 0.06
C -2.3696 1.4085 2.6298 3.16 -2.77 0.82 0.69
C -3.9078 1.7293 3.0933 -1.06 -0.71 -2.26 -0.75
C -5.0012 1.1554 1.8066 -2.90 1.55 -0.92 0.17
C -6.2531 2.2840 1.3914 0.37 -4.13 2.95 -0.36
O -6.4794 0.8959 2.2439 4.67 2.26 -0.91 -0.43
C -1.7309 -0.0368 3.1785 0.66 2.24 -1.45 -0.88
C -0.1888 -0.5178 2.8614 2.11 0.38 -0.96 0.41
N 0.5801 -1.7638 3.2656 -0.37 4.63 -2.35 -0.49
S 2.1881 -1.6502 2.5852 -3.57 3.49 -0.14 0.18
N 2.2137 -0.0821 1.7478 -5.98 -0.84 2.33 -0.54
C 0.7905 0.4405 1.9601 -0.77 -0.59 0.91 0.54
H 0.7143 4.5034 2.1129 2.19 -0.84 -1.04 0.21
H 2.4366 4.7545 1.2078 -1.49 -1.60 1.03 0.24
H 2.1445 3.3515 2.5641 -0.68 1.63 -1.98 0.20
H 0.6245 3.3333 -0.3657 0.94 -1.04 1.86 0.31
H 2.0810 2.1690 0.2264 -2.15 1.58 0.59 0.31
H -4.2526 1.1669 4.0592 0.99 1.05 -1.91 0.30
H -4.1901 2.8639 3.1441 1.01 -2.15 0.09 0.36
H -4.4985 0.4769 0.8787 -1.65 1.77 2.94 0.30
H -6.2380 3.2333 2.0951 -0.39 -2.03 -1.71 0.05
H -7.1468 1.9433 0.7176 2.42 1.79 0.32 0.36
H -2.3903 -0.7805 3.8402 1.54 2.00 -1.68 0.22
C -0.7844 -3.8839 0.6078 0.05 0.08 -0.06 -0.34
C -1.1788 -4.8432 -0.3188 -0.02 0.21 0.30 -0.36
C -0.7571 -4.6998 -1.6310 0.54 0.70 -0.33 -0.06
N 0.0134 -3.6785 -2.0652 -0.28 -0.11 0.88 -0.47
C 0.3789 -2.7617 -1.1431 -0.20 -0.57 -0.70 -0.46
C 0.0108 -2.8211 0.1914 -0.14 -0.17 -0.04 -0.14
H -1.0943 -3.9634 1.6457 0.05 0.04 -0.08 0.42
H -1.7992 -5.6827 -0.0263 0.14 0.07 -0.15 0.42
H -1.0359 -5.4242 -2.3908 -0.03 -0.02 0.13 0.10
H 0.9960 -1.9498 -1.5177 -0.04 -0.03 0.07 0.39
H 0.3353 -2.0575 0.8891 -0.17 -0.16 -0.34 0.42
C 7.2202 5.2123 2.1358 -0.01 0.02 0.01 -0.19
C 6.4592 6.3347 2.4449 0.17 -0.25 -0.07 -0.41
C 5.2173 6.1443 3.0294 -0.52 -0.75 0.26 -0.19
N 4.6992 4.9295 3.3140 0.95 0.12 -0.45 -0.48
C 5.4603 3.8585 3.0009 -0.59 0.65 0.25 -0.18
C 6.7145 3.9476 2.4186 0.08 0.24 -0.04 -0.44
H 8.1990 5.3219 1.6781 -0.11 -0.01 0.04 0.37
H 6.8244 7.3339 2.2361 -0.06 -0.07 0.05 0.40
H 4.5871 6.9890 3.2922 0.12 -0.03 -0.01 0.38
H 5.0205 2.8937 3.2376 0.06 0.04 -0.04 0.38
H 7.2830 3.0532 2.1905 -0.07 0.07 0.03 0.36
C -2.3641 -10.7225 -0.4496 0.00 0.00 0.00 -0.14
C -1.1027 -10.1385 -0.4004 -0.27 -0.08 -0.01 -0.70
C -1.0161 -8.7576 -0.4757 -0.61 0.65 -0.09 -0.07
N -2.0871 -7.9432 -0.5982 -0.16 -1.17 0.01 -0.21
C -3.2983 -8.5391 -0.6452 0.72 0.48 0.01 -0.19
C -3.4864 -9.9100 -0.5736 0.24 -0.14 0.02 -0.62
H -2.4718 -11.8017 -0.3920 0.01 0.13 -0.01 0.37
H -0.2085 -10.7440 -0.3052 -0.07 0.08 -0.01 0.37
H -0.0543 -8.2543 -0.4383 -0.04 -0.05 0.00 0.40
H -4.1427 -7.8629 -0.7461 0.03 -0.08 0.01 0.40
H -4.4833 -10.3342 -0.6141 0.09 0.06 0.00 0.37
C -1.9844 -7.2182 -4.9712 0.03 0.05 0.01 -0.04
C -2.3788 -8.1775 -5.8979 0.09 0.18 0.12 -0.50
C -1.9571 -8.0341 -7.2100 0.51 0.65 -0.37 -0.27
N -1.1866 -7.0128 -7.6442 -0.28 -0.17 0.96 -0.44
C -0.8211 -6.0960 -6.7221 -0.10 -0.42 -0.70 -0.29
C -1.1892 -6.1554 -5.3876 -0.22 -0.29 0.12 -0.51
H -2.2943 -7.2977 -3.9333 0.03 0.00 -0.07 0.43
H -2.9992 -9.0170 -5.6054 0.05 0.06 -0.04 0.36
H -2.2359 -8.7585 -7.9698 -0.01 0.02 0.08 0.36
H -0.2040 -5.2841 -7.0967 -0.04 -0.03 0.02 0.47
H -0.8647 -5.3918 -4.6900 0.01 -0.01 -0.10 0.49
C 8.4761 10.9759 5.3359 -0.01 0.01 0.00 -0.16
C 8.8497 9.6391 5.2470 -0.10 0.26 0.01 -0.44
C 7.8506 8.6792 5.2229 -0.93 0.08 0.04 -0.18
N 6.5317 8.9658 5.2847 0.71 0.74 -0.03 -0.44
C 6.1997 10.2722 5.3723 0.11 -0.92 -0.05 -0.20
C 7.1254 11.3028 5.3992 0.28 -0.09 -0.01 -0.37
H 9.2310 11.7565 5.3560 -0.09 -0.09 0.00 0.36
H 9.8937 9.3515 5.1972 -0.10 0.01 0.00 0.35
H 8.0913 7.6226 5.1511 0.01 0.07 0.00 0.40
H 5.1338 10.4759 5.4228 0.09 0.02 0.00 0.36
H 6.8017 12.3351 5.4685 0.01 -0.10 0.00 0.34
C 3.5104 -4.8440 -10.7172 0.00 -0.02 0.00 -0.16
C 2.7554 -5.9133 -10.2473 0.17 0.30 -0.11 -0.64
C 1.6423 -5.6383 -9.4691 -0.40 0.69 0.32 0.10
N 1.2485 -4.3896 -9.1359 0.87 -0.14 -0.56 -0.37
C 2.0023 -3.3718 -9.6052 -0.58 -0.60 0.37 -0.26
C 3.1291 -3.5462 -10.3926 0.05 -0.26 -0.05 -0.42
H 4.3889 -5.0203 -11.3311 -0.09 0.02 0.07 0.36
H 3.0266 -6.9364 -10.4817 -0.05 0.09 0.04 0.35
H 1.0189 -6.4387 -9.0812 0.00 0.04 -0.04 0.30
H 1.6661 -2.3784 -9.3216 0.06 -0.06 -0.04 0.36
H 3.6961 -2.6914 -10.7436 -0.06 -0.06 0.05 0.34
C -8.5844 5.6162 5.4931 0.00 0.00 0.00 -0.16
C -8.9788 4.6568 4.5665 0.08 0.19 0.17 -0.42
C -8.5571 4.8002 3.2544 0.51 0.66 -0.39 -0.16
N -7.7866 5.8216 2.8201 -0.26 -0.12 0.97 -0.55
C -7.4211 6.7383 3.7423 -0.18 -0.54 -0.70 -0.20
C -7.7892 6.6789 5.0768 -0.17 -0.22 0.05 -0.36
H -8.8943 5.5366 6.5311 0.04 0.01 -0.12 0.36
H -9.5992 3.8173 4.8590 0.07 0.07 -0.05 0.35
H -8.8359 4.0759 2.4946 -0.01 0.02 0.09 0.43
H -6.8040 7.5503 3.3676 -0.04 -0.05 0.07 0.37
H -7.4647 7.4426 5.7744 -0.02 -0.06 -0.08 0.35